Molecular formula: C12H32F8N8O20S8
Method: DFT, ωB97M-V with the def2-TZVPD basis set

## Properties
M = 1016.94 u
frontier orbital gap = 4.68 eV
HOMO energy = -7.346 eV

Geometry as ORCA input:
```
! RIJCOSX wB97M-V def2-TZVPD def2/J DEFGRID3
* xyz 0 1
C -3.98056 1.46630 0.83080
C -5.45270 1.55444 0.69186
O -6.32550 1.24110 1.59693
N -5.97502 2.14311 -0.63322
H -6.81684 2.64522 -0.38962
H -5.34980 2.89518 -0.88541
C -6.25350 1.13162 -1.84343
H -3.85759 0.60833 1.49175
H -3.68509 2.33244 1.42292
H -3.44193 1.24620 -0.09090
H -7.05534 0.45980 -1.53716
H -5.31185 0.64287 -2.09345
H -6.53129 1.74130 -2.70321
C -0.75500 1.20885 5.21295
C 0.45776 0.28442 5.36840
O 0.48049 -0.70483 6.13769
N 1.62775 0.51654 4.37326
H 1.24773 0.59819 3.44105
H 2.13424 1.38409 4.47782
C 2.68411 -0.59958 4.46098
H -1.61177 0.62047 5.54137
H -0.91814 1.36883 4.14716
H -0.62069 2.12057 5.79505
H 2.28833 -1.61512 4.44961
H 3.26546 -0.44805 5.37047
H 3.38781 -0.46742 3.63913
C 0.84567 5.38766 2.74000
C 1.16011 4.63593 1.48196
O 0.78441 4.91846 0.32859
N 2.10406 3.44872 1.72167
H 2.59548 3.53635 2.59970
H 1.51671 2.67546 1.99950
C 2.94946 3.12815 0.46363
H 1.71014 5.52577 3.38940
H 0.15545 4.74121 3.28205
H 0.36527 6.34682 2.54683
H 3.24310 4.09969 0.06617
H 2.25151 2.62865 -0.20830
H 3.72711 2.42438 0.76040
C 1.79587 -0.97933 -5.94549
C 0.54002 -0.19440 -5.39802
O -0.26631 0.36786 -6.13263
N 0.49102 -0.01138 -3.85232
H -0.10082 -0.78231 -3.57755
H 1.36006 -0.24204 -3.39225
C -0.09730 1.32826 -3.43604
H 2.06802 -1.87060 -5.38010
H 2.61158 -0.27183 -5.79660
H 1.68379 -1.19151 -7.00874
H -0.00916 1.42536 -2.35396
H -1.13055 1.27128 -3.77844
H 0.55437 2.06985 -3.89807
N 0.75554 1.06991 1.95574
S 1.41359 -0.25290 0.99804
O 1.47353 -0.20413 -0.44459
O 1.20920 -1.54971 1.55456
F 2.97495 0.04841 1.36241
S -0.60478 0.93009 1.26197
O -1.48496 -0.14277 1.84159
O -0.84093 1.29300 -0.10961
F -1.14847 2.26316 2.07972
N -1.26118 -1.99356 -3.27472
S -2.86251 -1.48389 -3.04666
O -3.12358 -0.28792 -2.24330
O -3.81820 -2.55993 -3.18645
F -2.89156 -0.84724 -4.52678
S -1.23659 -2.51044 -1.79185
O -1.81783 -3.83501 -1.56108
O -1.19806 -1.47275 -0.76775
F 0.34031 -2.92637 -1.83686
N 5.61459 -0.42602 -2.46816
S 4.07325 -0.59031 -2.19566
O 3.68149 -1.63165 -1.22273
O 3.18748 -0.08354 -3.30671
F 4.06971 0.60812 -1.12949
S 5.63095 -1.78805 -3.46291
O 5.15361 -1.70008 -4.81032
O 5.59597 -3.09673 -2.76467
F 7.26403 -1.69551 -3.57989
N -0.65453 -5.86090 2.95850
S -0.99117 -4.82021 1.82913
O -2.27611 -5.02176 1.16954
O 0.08522 -4.18612 1.11151
F -1.40172 -3.66400 2.85496
S -0.48594 -7.14639 1.84323
O 0.51415 -7.18131 0.80319
O -1.68757 -7.96764 1.67358
F 0.20836 -8.07708 2.93860
*
```